[1]
93
Properties=species:S:1:pos:R:3:lowdin_charge:R:1 method="wB97M-V/def2-TZVPD" molar_mass_g_mol=509.7 orbital_gap_ev=9.2 total_energy_ev=-46564.7016 smiles="COC[C@H](C)N.NC(N)=O.NC(N)=O.CC(C)O.CC(C)O.CC(C)O.CC(C)O.CC(C)O" e_above_lowest_ev=1.009 charge=0
H -12.0520 -19.3716 4.7710 0.098
H -14.0164 -13.2099 6.9401 0.042
H -16.0924 -17.9713 9.4964 0.084
C -15.9504 -12.0003 8.6580 -0.649
H -5.1265 -16.9374 8.7992 0.104
C -11.3272 -17.2213 6.2879 -0.064
H -16.5287 -12.0143 6.8368 0.067
O -10.7980 -15.0976 3.3877 -0.063
H -11.9934 -14.0218 1.1984 0.096
C -12.0310 -13.2379 6.4873 -0.625
N -11.7879 -12.1056 7.1807 0.194
H -16.4731 -18.6351 11.0425 0.058
N -13.3051 -13.7392 6.4725 0.191
H -11.2135 -16.2000 6.7549 0.081
N -8.7176 -14.8332 6.9303 0.069
H -15.4691 -16.9227 11.8906 0.075
H -12.3520 -11.7734 7.9368 0.083
H -17.8027 -12.4639 7.8684 0.118
C -7.7305 -15.6639 6.1457 -0.405
H -15.6778 -19.7433 9.8150 0.099
H -6.6842 -14.1830 4.8952 0.105
H -12.6296 -18.6231 9.8521 0.083
C -14.5664 -16.8114 11.2960 -0.054
H -14.7783 -16.0918 10.5150 0.077
H -14.6316 -12.3289 3.2305 0.154
H -13.0789 -11.1240 4.6863 0.052
H -9.9565 -13.2625 3.2756 0.116
H -12.6047 -16.8527 4.6829 0.130
C -15.5914 -10.6210 2.3686 -0.061
H -6.1131 -15.6413 9.6892 0.082
H -8.5965 -15.1595 2.3178 0.064
C -6.5337 -15.9780 6.9226 -0.221
H -15.8890 -9.6331 2.6501 0.070
C -12.6490 -17.4215 5.6137 -0.466
H -17.3613 -11.8653 9.9764 0.112
H -8.3468 -16.5652 5.9533 0.130
C -11.4649 -13.2999 1.8622 -0.051
H -8.2597 -12.8801 7.0406 0.038
C -6.1174 -16.6195 9.2387 -0.086
H -9.7481 -9.8115 6.7338 0.074
H -5.7751 -16.4342 6.3342 0.120
H -7.5025 -11.6007 5.5983 0.133
H -9.6402 -14.8535 6.5449 0.014
O -11.1841 -13.8197 5.7887 -0.042
C -12.8410 -18.9346 5.4213 -0.049
C -14.8374 -11.2367 3.5094 -0.497
H -11.1878 -14.7483 4.1945 0.029
O -13.5224 -18.3704 9.5944 -0.079
H -6.9960 -15.8975 4.1618 0.095
C -9.2524 -10.2464 5.9015 -0.056
H -11.2279 -18.0009 7.0600 0.084
H -16.5471 -11.1457 2.2104 0.087
H -12.2619 -12.9643 2.5088 0.040
C -13.5217 -10.6511 3.8561 -0.057
C -14.4165 -18.2266 10.7413 -0.458
H -13.8450 -19.0772 5.1042 0.064
H -15.0669 -10.7187 1.4096 0.091
H -15.8005 -11.6924 10.6881 0.108
C -7.4083 -15.0511 4.7531 -0.027
O -8.2765 -11.9562 7.3559 -0.087
N -16.3542 -12.0036 9.9235 0.172
H -10.0006 -10.8375 5.4367 0.050
C -9.2330 -14.4908 1.7114 -0.053
C -10.3422 -14.0007 2.6027 -0.510
H -6.1785 -14.9962 7.2711 0.135
C -6.9697 -10.0794 6.8750 -0.067
H -10.5141 -17.3224 5.6323 0.059
H -14.0012 -18.8574 11.5263 0.131
H -5.9520 -10.4732 6.7147 0.084
H -12.9127 -10.8974 2.9641 0.082
O -6.9292 -16.7189 8.0738 -0.206
N -16.9497 -11.9115 7.7357 0.155
H -9.6356 -14.9830 0.8130 0.087
O -15.6804 -11.3355 4.7111 -0.085
H -8.8525 -15.2876 7.8263 0.082
H -15.9419 -10.4081 4.8847 0.092
H -13.3511 -14.7343 6.2348 0.086
C -15.7823 -18.7121 10.2381 -0.057
H -13.8135 -17.1176 7.2333 0.105
H -10.7793 -11.8624 7.2113 0.091
H -12.6940 -19.4206 6.3691 0.061
H -7.1133 -9.0180 6.6093 0.082
H -8.3017 -14.7331 4.3413 0.011
O -13.8415 -16.8813 6.2555 -0.088
O -14.7625 -12.0979 8.2689 -0.015
H -13.7639 -16.3780 11.8246 0.059
H -6.4077 -17.3937 9.9059 0.070
C -8.0336 -10.9920 6.3480 -0.520
H -13.5566 -9.5871 4.0181 0.083
H -11.1344 -12.3897 1.3754 0.080
H -7.0487 -10.1858 7.9461 0.071
H -8.5378 -13.7766 1.3320 0.068
H -8.9016 -9.4286 5.2578 0.089

[2]
93
Properties=species:S:1:pos:R:3:lowdin_charge:R:1 method="wB97M-V/def2-TZVPD" molar_mass_g_mol=505.7 orbital_gap_ev=8.9 total_energy_ev=-45446.5499 smiles="COC[C@H](C)N.COC[C@H](C)N.COC[C@H](C)N.COC[C@H](C)N.COC[C@H](C)N.NC(N)=O" e_above_lowest_ev=2.032 charge=0
C -12.0222 9.7563 -6.6505 -0.392
H -13.8559 1.5034 -5.3396 0.121
H -10.8285 7.7494 -13.8759 0.137
H -12.8725 6.6272 -14.8825 0.070
H -7.1591 6.8293 -5.2223 0.126
N -11.2642 8.6021 -6.1136 0.023
H -14.1675 9.2064 -6.0429 0.077
H -11.4019 5.5881 -14.9487 0.072
C -14.5425 2.3564 -5.3913 -0.218
H -13.2730 8.3018 -12.9380 0.122
O -7.2230 5.8403 -7.0688 -0.168
H -8.8165 5.5843 -8.3724 0.073
H -13.0797 1.9179 -7.5073 0.080
H -14.4551 7.7816 -3.6375 0.130
C -7.6563 6.8527 -6.2003 -0.228
O -11.6826 8.8019 -11.7320 -0.206
H -12.9317 7.1438 -11.6878 0.128
H -14.3609 6.5028 -1.7554 0.121
C -14.7975 4.6211 -6.6129 -0.070
H -15.7692 4.1486 -6.8091 0.081
C -13.8773 3.4820 -6.2303 -0.402
C -11.3276 5.9968 -8.7387 -0.663
C -13.6041 7.0878 -3.5672 -0.208
C -11.9592 10.8478 -5.5658 -0.229
H -13.2330 4.3405 -1.3702 0.076
H -13.0180 3.9222 -5.7194 0.116
O -11.3088 5.3304 -9.7750 0.000
H -11.4040 8.5046 -5.0996 0.066
C -7.5165 8.2365 -6.8260 -0.420
H -8.1710 8.2957 -7.7010 0.132
H -7.8405 10.1804 -5.8832 0.076
C -16.2664 0.7269 -5.2820 -0.098
C -11.4447 7.0580 -13.3036 -0.417
N -10.6160 6.1953 -12.4406 0.036
H -5.4557 8.3253 -6.2267 0.083
H -13.4681 9.3036 -10.6806 0.086
H -12.3472 4.6918 -7.5256 0.037
H -10.2680 6.8035 -11.6998 0.048
N -11.1229 7.3471 -8.7637 0.173
C -12.8221 5.0880 -2.0413 -0.033
H -15.8430 5.5410 -3.4028 0.086
C -13.4660 9.3626 -6.8571 -0.054
H -15.3306 4.3262 -2.5773 0.078
N -8.2081 9.2347 -5.9553 0.015
C -13.9649 5.9505 -2.6250 -0.442
H -11.4919 8.9288 -1.8612 0.094
C -12.5139 9.7040 -11.0418 -0.136
H -12.1583 5.7559 -1.4910 0.069
H -12.8023 10.6365 -11.5393 0.085
H -13.4158 6.7274 -4.5832 0.110
C -12.1082 6.0983 -14.2996 -0.078
C -6.0705 8.5880 -7.0905 -0.059
O -15.8129 1.9531 -5.8179 -0.202
H -14.6311 2.7757 -4.3814 0.098
H -12.5862 14.0661 -5.9501 0.087
O -12.5229 12.0272 -6.0583 -0.173
H -5.9579 9.6340 -7.3803 0.074
H -11.0883 13.3044 -5.2821 0.085
H -10.8498 7.8489 -9.5897 0.081
H -11.2300 5.6079 -11.8808 0.039
C -12.1722 13.2234 -5.4037 -0.104
H -12.4108 10.4634 -4.6381 0.116
C -12.4462 7.7889 -12.4284 -0.188
N -11.8697 5.5889 -7.5507 0.171
O -12.4610 7.8171 -3.1999 -0.224
H -14.8484 5.3997 -5.8597 0.049
H -11.5350 10.1248 -7.5511 0.136
H -12.6187 13.2412 -4.4016 0.086
H -7.7144 4.2263 -8.1084 0.092
C -8.2537 5.0310 -7.6134 -0.086
H -10.2694 8.8274 -5.9640 0.039
H -12.9361 8.1417 -1.1811 0.084
H -12.2582 4.6921 -2.8867 0.081
H -10.9158 10.9639 -5.2291 0.119
H -13.9125 10.0468 -7.5850 0.080
H -15.7638 -0.0702 -5.8410 0.090
H -8.9994 4.6359 -6.9195 0.084
H -12.0236 6.2733 -6.8308 0.064
H -13.4402 8.4389 -7.4514 0.065
H -5.6370 8.0360 -7.9278 0.081
H -12.7255 5.3240 -13.8324 0.076
N -13.2866 2.9207 -7.4841 0.019
H -17.3150 0.6916 -5.5805 0.089
H -7.8924 8.9162 -5.0276 0.077
H -8.7064 6.7040 -5.9182 0.115
H -11.2752 7.8476 -7.8889 0.026
H -14.0952 2.7530 -8.1003 0.086
N -14.9739 5.0616 -3.1753 0.041
H -11.9357 9.9753 -10.1526 0.071
H -16.1691 0.6742 -4.1958 0.089
C -12.5270 8.6446 -2.0579 -0.093
H -13.0425 9.5724 -2.3335 0.086
H -14.6250 5.0559 -7.5991 0.077

[3]
106
Properties=species:S:1:pos:R:3:lowdin_spin:R:1 method="wB97M-V/def2-TZVPD" molar_mass_g_mol=822.1 orbital_gap_ev="3.1 / 6.9" total_energy_ev=-128130.6772 charge=-1 multiplicity=2
H -0.5174 -4.5891 -8.4926 0.000
H -3.8258 -0.3319 -0.5057 0.025
H 3.2957 0.8543 0.7708 0.000
S -3.0777 3.0473 6.1335 0.002
O -2.7017 -5.6706 2.4774 0.001
C 3.6331 3.9865 -1.7801 0.000
H -3.1472 3.5124 0.4075 0.009
H 0.0728 -0.6308 -4.5897 0.002
H 5.0517 -3.3388 1.5882 0.000
H 0.7480 -1.8418 0.6806 0.000
C 3.5660 4.8849 -0.5346 0.000
H -2.3206 2.7521 3.2009 0.000
H 3.3504 2.4785 1.4053 0.000
C -1.6081 3.0218 7.2455 0.000
H 3.5475 5.9578 -0.7255 0.000
H -1.3427 -1.0558 -3.6354 0.022
H -1.8904 0.4867 2.8443 0.001
H -0.8387 -2.3292 1.4100 0.000
O 0.1907 3.5768 1.4276 0.001
H -0.6648 3.2662 6.7572 0.000
H 2.3462 0.1239 -3.4570 0.000
H -2.1823 2.5022 -0.7335 0.010
H 6.4813 -2.3178 1.6533 0.000
O -0.4462 -4.5502 3.0381 0.000
H -3.5930 -2.8928 3.8753 0.001
C -0.7620 -1.3280 -4.5167 0.029
H -4.3166 -1.1107 -1.8220 0.134
H -0.0620 -5.1312 -6.0286 0.000
H -0.1172 -0.7484 1.7000 0.000
C 5.4714 -2.4421 2.0442 0.000
H -1.9929 -2.2814 3.4552 0.000
H -0.2878 1.2508 2.6606 0.000
H -2.1182 -4.6581 0.8214 0.002
C 0.1007 -3.9430 -7.8693 0.001
H -5.0210 0.3033 -1.2715 0.125
S -1.8616 -4.6660 3.4799 0.005
H -2.1147 2.1681 0.9494 0.001
O 4.4501 2.0883 3.8039 0.000
O -3.1153 4.3993 5.5184 0.000
H -0.5951 0.4605 4.1325 0.000
C 2.4412 1.1797 -3.2033 0.001
C -1.0994 1.0352 3.3556 0.001
C -2.7482 -3.0244 3.1992 0.005
H 0.2167 0.9989 -0.2534 0.000
H 0.7713 -0.3078 -1.1939 0.000
C -2.4262 -5.6645 1.1046 0.002
H -4.0107 -7.1108 0.5871 0.000
H -1.4100 5.0157 -2.0297 0.001
S 0.2492 -2.9105 -4.0723 0.039
O 0.7725 -3.3476 -5.6449 0.002
H 4.4384 -0.9319 0.7029 0.000
H 4.5435 4.2245 -2.3303 0.000
C -2.2046 2.9912 0.2404 0.014
S 3.8154 0.8664 3.1778 0.000
C 4.5841 -1.2058 1.7478 0.000
O 4.9895 -0.1096 2.5598 0.000
S -0.7146 4.0929 0.4129 0.017
H -3.1210 -2.8463 2.1906 0.008
H 0.1758 3.0033 -3.5128 0.000
H 0.0794 5.1457 -2.8713 0.000
H -1.3758 3.5970 -4.1193 0.004
H 4.5178 4.8014 -0.0100 0.000
C -0.8286 3.3104 -3.2212 0.014
O 3.7376 2.6808 -1.3233 0.000
O 0.1104 3.8871 -1.0702 0.000
H -1.3363 2.4499 -2.7854 0.012
O 5.0438 2.0113 -3.4090 0.000
H -0.6195 0.7657 -1.6586 0.002
O -4.2260 2.5278 6.8969 0.000
H -0.9636 2.9963 4.2501 0.000
S 4.1466 1.5072 -2.4000 0.001
H 5.5649 -2.6525 3.1096 0.000
H -1.4914 -6.2151 0.9988 0.000
C -0.2600 -1.5275 0.9512 0.002
C -3.5742 -6.1644 0.2678 0.011
O 1.4279 -2.5628 -3.3256 0.002
H -1.2113 -1.5111 -0.9607 0.007
O 4.4542 0.3043 -1.5762 0.000
C -0.1491 0.1781 -0.8702 0.004
H -1.1716 -3.6849 -6.2628 0.002
H -4.4547 -5.5219 0.2722 0.014
O -2.2758 -0.2155 0.1486 0.066
H 1.9333 1.4157 1.7693 0.000
H 3.5546 -1.4464 2.0129 0.000
C -1.7454 2.2800 3.9974 0.000
O -0.6169 -3.9591 -3.5345 0.009
O 2.9210 -0.0190 3.9736 0.000
H 2.6947 4.7485 0.1060 0.000
C -0.1790 -4.1135 -6.4011 0.002
H -1.9514 3.6946 8.0313 0.000
N -4.6538 -0.6024 -1.0170 0.263
H -1.6658 2.0043 7.6321 0.000
O -1.1800 5.4306 0.4785 0.000
C -1.0507 -0.7978 -0.1523 0.010
H -0.0523 -2.8737 -8.0154 0.000
H 1.1494 -4.2008 -8.0167 0.000
H 2.4126 1.7940 -4.1033 0.000
C 3.0128 1.4662 1.6273 0.000
O -2.6133 1.9197 4.9829 0.001
H 2.7168 4.1019 -2.3590 0.000
H -1.3518 -1.4618 -5.4235 0.009
H -3.2588 -6.2625 -0.7709 0.002
H 1.7242 1.4627 -2.4327 0.000
C -0.5220 4.4422 -2.2955 0.001
O -2.2627 -5.0808 4.8137 0.000
H -5.2078 -1.2627 -0.4906 0.100